(1)
Molecular formula: C18H54N3O10
Method: DFT, ωB97M-V/def2-TZVPD

- Calculated total energy: -44477.208 eV
- HOMO energy: -11.7 eV
- LUMO level: -2.051 eV

```
! wB97M-V def2-TZVPD RIJCOSX def2/J DEFGRID3
* xyz 1 1
O -0.418 -0.099 -0.650
H -0.469 -0.578 -1.480
H -0.005 0.762 -0.746
H -1.264 0.012 -0.209
C -0.829 -2.212 -5.063
C -0.363 -1.098 -4.198
C -1.272 0.097 -4.392
O -1.206 0.984 -3.251
C -1.275 2.316 -3.603
N -0.338 -1.498 -2.794
H -0.173 -3.080 -4.991
H -0.848 -1.916 -6.112
H -1.797 -2.651 -4.824
H 0.654 -0.950 -4.560
H -2.324 -0.190 -4.373
H -1.175 0.600 -5.354
H -1.044 2.986 -2.774
H -2.271 2.531 -3.990
H -0.585 2.524 -4.421
H -1.141 -2.100 -2.677
H 0.392 -2.177 -2.634
C 2.430 1.565 -3.116
C 3.466 1.614 -2.097
C 4.788 1.351 -2.825
O 4.848 -0.039 -3.101
C 6.164 -0.445 -3.474
N 3.400 2.838 -1.451
H 2.590 2.220 -3.972
H 1.438 1.686 -2.681
H 2.439 0.570 -3.562
H 3.211 0.806 -1.412
H 5.644 1.574 -2.189
H 4.892 1.966 -3.720
H 6.831 0.264 -3.964
H 6.084 -1.294 -4.152
H 6.653 -0.944 -2.637
H 4.204 2.943 -0.847
H 3.624 3.560 -2.121
C -2.000 -1.917 4.141
C -3.049 -0.807 4.208
C -3.430 -0.354 5.625
O -4.500 0.660 5.486
C -4.774 1.384 6.672
N -2.363 0.198 3.407
H -1.510 -2.053 3.178
H -2.533 -2.852 4.311
H -1.180 -1.717 4.831
H -3.961 -1.120 3.700
H -2.511 0.087 6.010
H -3.686 -1.258 6.176
H -3.896 1.952 6.982
H -4.924 0.698 7.506
H -5.692 1.924 6.440
H -3.018 0.966 3.388
H -2.351 -0.025 2.421
C -3.034 -2.073 0.442
C -3.543 -0.726 -0.077
O -2.890 0.376 0.491
O -1.800 -2.488 -0.105
H -3.852 -2.721 0.128
H -3.117 -2.171 1.524
H -4.569 -0.660 0.286
H -3.533 -0.613 -1.161
H -3.344 1.210 0.356
H -1.764 -3.447 -0.102
C 3.441 -2.311 2.068
C 2.524 -1.385 1.238
O 1.492 -2.033 0.615
O 2.869 -2.686 3.265
H 4.351 -1.740 2.252
H 3.567 -3.192 1.438
H 3.135 -0.991 0.426
H 2.171 -0.576 1.878
H 0.877 -2.318 1.295
H 3.262 -3.469 3.657
C 0.981 2.888 1.293
C -0.199 2.344 2.105
O -0.007 0.968 2.392
O 1.089 2.302 -0.009
H 1.799 2.814 2.009
H 0.882 3.962 1.131
H -1.176 2.415 1.626
H -0.338 2.884 3.042
H -0.759 0.573 2.839
H 1.913 2.597 -0.403
*
```

(2)
Molecular formula: C31H50FeN5P2Si2
Method: DFT, ωB97M-V/def2-TZVPD

- Calculated total energy: -109132.121 eV
- HOMO energy (alpha / beta): -6.9 / -8.1 eV
- LUMO level (alpha / beta): -0.659 / -1.288 eV

```
! wB97M-V def2-TZVPD RIJCOSX def2/J DEFGRID3
* xyz 0 6
Fe -0.478 0.492 1.358
C -5.370 0.380 2.939
Si -3.514 0.348 3.192
C -3.056 1.334 4.691
C -3.140 -1.464 3.363
N -2.539 0.991 1.838
C -2.980 1.911 0.987
C -4.224 2.638 1.115
C -4.722 3.388 0.098
C -4.012 3.466 -1.125
C -2.761 2.913 -1.244
C -2.134 2.230 -0.166
N -0.813 1.854 -0.165
Si 0.216 2.870 -1.193
C 2.057 2.792 -0.898
C -0.146 4.675 -0.850
C 0.007 2.452 -3.013
H -5.798 -0.484 3.462
H -5.642 0.300 1.879
H -5.846 1.282 3.342
H -3.737 1.126 5.528
H -3.099 2.407 4.469
H -2.037 1.081 5.000
H -3.250 -1.778 4.412
H -2.122 -1.700 3.062
H -3.839 -2.056 2.756
H -4.768 2.572 2.045
H -5.670 3.901 0.213
H -4.444 3.994 -1.967
H -2.226 3.016 -2.182
H 2.361 3.365 -0.015
H 2.494 3.281 -1.782
H 2.492 1.792 -0.841
H -0.160 4.840 0.236
H -1.097 5.033 -1.249
H 0.652 5.296 -1.274
H -0.845 1.791 -3.206
H 0.908 1.949 -3.388
H -0.126 3.368 -3.604
C 2.570 1.039 1.678
P 2.269 -0.664 1.032
C 1.932 -0.537 -0.813
N 2.866 -0.228 -1.655
C 2.595 -0.271 -2.981
C 3.603 0.097 -3.910
C 3.332 0.065 -5.239
C 2.048 -0.332 -5.711
C 1.069 -0.691 -4.843
C 1.328 -0.666 -3.448
N 0.349 -1.013 -2.576
C 0.611 -0.958 -1.300
P -0.789 -1.413 -0.130
C -2.254 -1.131 -1.179
C -0.661 -3.293 -0.146
C -1.108 -3.853 -1.495
C 0.779 -3.726 0.136
C -1.551 -3.829 0.980
C 4.031 -1.321 1.221
C 4.068 -2.750 0.667
C 5.150 -0.509 0.563
C 4.258 -1.353 2.742
H 3.460 1.510 1.269
H 2.667 0.906 2.756
H 1.736 1.712 1.521
H 4.572 0.404 -3.535
H 4.104 0.345 -5.946
H 1.844 -0.342 -6.777
H 0.087 -0.997 -5.185
H -2.067 -1.416 -2.209
H -2.516 -0.075 -1.137
H -3.086 -1.706 -0.769
H -0.636 -3.333 -2.331
H -2.191 -3.800 -1.622
H -0.815 -4.907 -1.544
H 1.445 -3.503 -0.705
H 0.802 -4.809 0.304
H 1.167 -3.237 1.027
H -2.590 -3.500 0.876
H -1.187 -3.505 1.957
H -1.540 -4.925 0.957
H 3.851 -2.774 -0.407
H 3.362 -3.403 1.182
H 5.073 -3.162 0.813
H 5.025 -0.438 -0.512
H 6.105 -1.012 0.770
H 5.222 0.503 0.970
H 3.391 -1.754 3.280
H 4.473 -0.358 3.141
H 5.119 -1.994 2.962
N 0.166 -0.529 4.279
C -0.129 -0.213 3.199
*
```

(3)
Molecular formula: C6H15NO2
Method: DFT, ωB97M-V/def2-TZVPD

- Calculated total energy: -12046.855 eV
- HOMO energy: -8.9 eV
- SMILES: CN[C@H](C=O)C(C)C.O
- Relative energy (zero: lowest compared OMol25 entry of this formula, charge and spin): 105.1 kcal per mole
- LUMO level: 0.677 eV

```
! wB97M-V def2-TZVPD RIJCOSX def2/J DEFGRID3
* xyz 0 1
C -2.309 -0.660 1.307
N -1.876 0.818 0.950
C -0.669 0.965 0.091
C -0.346 0.085 -1.078
O 0.007 0.401 -2.203
C 0.802 1.022 0.694
C 1.402 -0.439 0.902
C 1.784 2.011 -0.031
H -1.564 -1.081 1.838
H -2.743 -1.081 0.369
H -3.091 -0.312 1.991
H -1.839 1.458 1.703
H -0.811 1.941 -0.529
H -0.437 -1.165 -0.883
H 0.753 1.676 1.612
H 1.210 -0.678 1.954
H 2.534 -0.482 0.840
H 0.903 -1.171 0.494
H 1.609 2.987 0.488
H 2.844 1.755 0.136
H 1.599 1.977 -1.066
O 0.709 -3.279 -0.908
H 1.383 -3.441 -0.225
H 1.063 -2.982 -1.793
*
```

(4)
Molecular formula: CH18AgO8
Method: DFT, ωB97M-V/def2-TZVPD

- Calculated total energy: -21690.662 eV
- HOMO energy (alpha / beta): -17.9 / -17.9 eV
- Relative energy (zero: lowest compared OMol25 entry of this formula, charge and spin): 0.0 kcal per mole
- LUMO level (alpha / beta): -6.566 / -11.300 eV

```
! wB97M-V def2-TZVPD RIJCOSX def2/J DEFGRID3
* xyz 2 2
Ag 11.477 -1.138 0.570
C 14.330 -2.862 -0.506
O 12.891 -2.646 -0.627
H 14.650 -2.373 0.404
H 14.554 -3.925 -0.438
H 14.810 -2.416 -1.376
H 12.593 -3.126 -1.411
O 10.039 -2.481 1.672
H 10.148 -3.002 2.483
H 9.103 -2.546 1.434
O 11.816 0.151 -1.195
H 12.372 -0.105 -1.949
H 11.145 0.756 -1.553
O 11.426 0.074 2.687
H 11.975 -0.106 3.459
H 10.821 0.774 2.974
O 9.399 0.210 0.464
H 8.648 0.383 1.055
H 9.000 -0.011 -0.386
O 13.675 0.061 0.711
H 14.397 0.091 1.353
H 14.038 0.464 -0.089
O 9.898 -2.278 -1.260
H 9.741 -3.225 -1.123
H 9.092 -1.961 -1.692
O 13.012 -2.493 2.266
H 13.144 -3.427 2.489
H 13.117 -2.029 3.105
*
```

Which value of calculated total energy does entry 2 give?
-109132.121 eV

Look up the calculated total energy of the first one.
-44477.208 eV

calculated total energy of number 1 (C18H54N3O10)?
-44477.208 eV